{
  "formula": "C4H7F2NS",
  "method": "wB97M-V/def2-TZVPD",
  "e_lumo_ev": 0.239,
  "homo_energy_ev": -8.47,
  "e_tot_ev": -22015.207,
  "e_above_lowest_kj_mol": 666.75,
  "gap_ev": 8.71,
  "elements": ["C", "C", "C", "C", "H", "H", "H", "H", "H", "H", "H", "N", "F", "F", "S"],
  "positions_angstrom": [[-1.613, 1.121, -1.516], [-0.047, -0.391, -0.504], [1.079, -0.354, 0.579], [1.052, -0.993, 1.908], [-1.107, 2.044, -2.411], [-2.382, -0.277, -2.025], [-2.511, 1.798, -0.513], [0.351, 1.618, -0.484], [2.034, -1.055, 2.271], [0.316, -0.453, 2.636], [0.711, -2.069, 1.483], [-0.315, 0.859, -0.943], [1.919, -0.943, -0.384], [1.469, 0.980, 0.571], [-0.955, -1.883, -0.670]],
  "forces_ev_per_a": [[-1.29, 2.70, -1.55], [-3.25, -0.52, 2.69], [-0.41, 1.02, -4.31], [-3.00, -1.62, -1.33], [-2.93, -2.74, 2.21], [2.64, 3.91, 1.49], [2.77, -2.12, -3.14], [-2.38, -1.88, -1.62], [1.29, -0.04, 0.71], [1.31, -1.29, -1.49], [0.39, 2.11, 1.88], [0.19, -1.41, 1.58], [2.16, -0.48, 1.50], [1.14, -0.19, 1.54], [1.38, 2.56, -0.16]]
}

{
  "formula": "C3H3NO2",
  "method": "wB97M-V/def2-TZVPD",
  "e_lumo_ev": 0.071,
  "smiles": "N#C[C@@H](O)C=O",
  "homo_energy_ev": -10.80,
  "e_tot_ev": -8743.216,
  "e_above_lowest_kj_mol": 184.82,
  "gap_ev": 10.87,
  "elements": ["N", "C", "C", "O", "C", "O", "H", "H", "H"],
  "positions_angstrom": [[-1.275, 2.217, -0.310], [-0.650, 1.295, 0.000], [0.159, 0.135, 0.429], [-0.547, -0.761, 1.259], [0.717, -0.652, -0.762], [0.307, -0.551, -1.888], [0.994, 0.499, 1.036], [-1.346, -1.048, 0.791], [1.497, -1.384, -0.469]],
  "forces_ev_per_a": [[0.62, -0.99, 0.31], [-0.54, 0.83, -0.25], [0.10, 0.19, 0.04], [-0.28, -0.09, -0.15], [-0.17, -0.03, -0.56], [0.28, -0.04, 0.65], [-0.07, 0.02, -0.11], [0.17, 0.04, 0.15], [-0.12, 0.07, -0.09]]
}

{
  "formula": "C4H9NO2",
  "method": "wB97M-V/def2-TZVPD",
  "e_lumo_ev": -0.059,
  "homo_energy_ev": -9.27,
  "e_tot_ev": -9874.524,
  "e_above_lowest_kj_mol": 534.20,
  "gap_ev": 9.21,
  "elements": ["C", "C", "C", "C", "O", "O", "N", "H", "H", "H", "H", "H", "H", "H", "H", "H"],
  "positions_angstrom": [[-0.001, 0.046, 0.143], [-0.127, -0.812, 1.388], [-0.558, 1.449, 0.288], [-0.659, -0.911, -2.219], [1.185, -0.055, -0.520], [2.130, 0.730, 0.588], [-1.004, -0.732, -1.017], [2.662, -0.050, 0.819], [-1.180, -1.020, 1.600], [0.306, -0.304, 2.254], [0.400, -1.760, 1.254], [-0.339, 2.039, -0.604], [-0.100, 1.953, 1.143], [-1.640, 1.419, 0.450], [0.315, -0.643, -2.650], [-1.390, -1.350, -2.916]],
  "forces_ev_per_a": [[-3.01, -1.81, -2.36], [0.05, -0.02, 0.02], [0.09, 0.07, -0.04], [0.41, 0.35, 0.31], [2.66, 1.92, 2.59], [-1.03, -1.57, -2.21], [0.73, 1.08, 1.70], [-0.02, 0.17, -0.06], [0.16, 0.07, -0.13], [-0.05, 0.04, -0.13], [-0.11, 0.04, -0.09], [-0.08, -0.12, 0.02], [0.00, -0.14, -0.07], [0.17, -0.11, -0.08], [-0.16, 0.00, 0.13], [0.18, 0.04, 0.39]]
}

{
  "formula": "C36H40BF4O20",
  "method": "wB97M-V/def2-TZVPD",
  "e_lumo_ev": -0.672,
  "total_charge": -1,
  "homo_energy_ev": -6.81,
  "e_tot_ev": -90466.876,
  "e_above_lowest_kj_mol": 285.10,
  "gap_ev": 6.14,
  "elements": ["B", "F", "F", "F", "F", "C", "C", "C", "O", "C", "C", "C", "O", "O", "O", "H", "H", "H", "H", "C", "C", "C", "O", "C", "C", "C", "O", "O", "O", "H", "H", "H", "H", "C", "C", "C", "O", "C", "C", "C", "O", "O", "O", "H", "H", "H", "H", "C", "C", "C", "O", "C", "C", "C", "O", "O", "O", "H", "H", "H", "H", "C", "C", "O", "C", "H", "H", "H", "H", "H", "H", "C", "C", "O", "C", "H", "H", "H", "H", "H", "H", "C", "C", "O", "C", "H", "H", "H", "H", "H", "H", "C", "C", "O", "C", "H", "H", "H", "H", "H", "H"],
  "positions_angstrom": [[10.788, 0.459, 5.217], [10.406, 1.791, 5.263], [10.761, 0.107, 3.837], [12.191, 0.360, 5.473], [9.943, -0.450, 5.851], [15.244, 5.739, 4.334], [15.843, 5.100, 5.540], [15.165, 3.978, 6.203], [15.674, 3.429, 7.232], [14.146, 3.330, 5.578], [13.446, 3.955, 4.315], [14.094, 5.216, 3.758], [13.618, 5.672, 2.635], [12.328, 3.613, 3.679], [16.942, 5.739, 6.168], [15.694, 6.585, 3.979], [13.862, 2.326, 5.834], [11.929, 2.919, 4.213], [17.620, 5.273, 6.596], [15.255, -4.866, 4.540], [14.769, -3.464, 4.843], [15.692, -2.384, 5.188], [15.186, -1.320, 5.572], [17.123, -2.699, 5.229], [17.753, -4.169, 5.028], [16.714, -5.195, 4.565], [17.129, -6.315, 4.483], [19.015, -4.565, 4.919], [13.413, -3.251, 4.650], [14.534, -5.524, 4.276], [18.026, -1.922, 5.506], [19.175, -5.416, 5.088], [13.188, -2.235, 4.910], [6.203, -1.111, 0.038], [6.113, -2.635, 0.453], [7.113, -3.180, 1.268], [7.153, -4.432, 1.489], [8.184, -2.428, 1.801], [8.202, -0.896, 1.495], [7.213, -0.239, 0.653], [7.081, 0.995, 0.453], [9.202, 0.042, 1.891], [5.096, -3.352, -0.152], [5.610, -0.726, -0.676], [8.805, -2.892, 2.488], [10.032, -0.305, 2.482], [5.018, -4.207, 0.273], [8.559, -7.144, 4.857], [9.871, -7.158, 4.071], [10.594, -5.854, 3.802], [11.648, -5.849, 3.213], [10.059, -4.643, 4.473], [8.720, -4.707, 5.325], [8.070, -5.998, 5.487], [6.985, -5.980, 6.111], [8.334, -3.465, 5.852], [10.329, -8.315, 3.400], [8.105, -8.147, 4.705], [10.456, -3.714, 4.338], [8.943, -2.898, 5.767], [11.232, -7.993, 3.046], [11.379, 4.505, 7.569], [12.561, 5.452, 7.831], [13.256, 5.351, 8.727], [12.776, 6.545, 6.742], [11.459, 3.932, 6.646], [10.381, 4.995, 7.462], [11.299, 3.824, 8.324], [12.349, 7.482, 7.057], [12.332, 6.426, 5.774], [13.827, 6.788, 6.691], [6.135, -0.836, 5.264], [5.252, -1.541, 4.172], [4.706, -0.884, 3.336], [5.225, -2.982, 4.203], [7.226, -1.091, 5.162], [5.741, -0.871, 6.321], [6.098, 0.293, 5.389], [4.813, -3.466, 5.205], [6.345, -3.499, 4.197], [4.679, -3.349, 3.368], [8.291, 0.819, 10.872], [8.180, 1.818, 9.608], [8.486, 2.965, 9.716], [7.933, 1.101, 8.240], [9.066, 0.062, 10.805], [7.251, 0.576, 11.093], [8.676, 1.601, 11.645], [8.173, 1.707, 7.373], [6.887, 0.767, 8.174], [8.551, 0.221, 7.948], [12.300, 0.070, 11.343], [13.456, 0.568, 10.330], [14.659, 0.229, 10.499], [12.992, 1.325, 9.098], [13.008, -0.629, 12.094], [11.417, -0.373, 10.805], [11.803, 0.916, 12.149], [13.879, 1.603, 8.710], [12.390, 2.333, 9.146], [12.490, 0.806, 8.293]],
  "forces_ev_per_a": [[1.22, -0.22, -1.52], [-0.19, 0.30, 0.77], [-0.10, -0.56, -0.99], [-0.76, -0.13, 1.12], [0.32, 0.31, 0.68], [3.06, -3.31, 6.46], [0.06, 4.27, -2.58], [3.51, -2.06, 2.95], [-0.56, 1.90, -1.75], [-5.79, 0.92, -6.93], [2.44, -0.77, 4.12], [-3.23, 0.03, -5.20], [1.68, -1.41, 4.30], [1.74, 0.14, 1.17], [-3.72, 0.97, -3.01], [1.02, 1.93, -1.07], [-0.26, -0.09, 0.47], [-0.74, -0.80, 0.06], [0.68, -2.06, 1.06], [1.39, 7.77, 1.69], [-0.76, -6.48, -2.80], [-0.01, 1.28, 1.64], [0.99, -1.11, -0.89], [6.79, -3.86, 0.08], [-4.58, 5.50, -1.02], [-1.48, 1.20, 2.15], [0.49, -1.87, -0.85], [-1.06, 7.28, -0.19], [1.79, 3.15, 1.55], [-1.85, -2.26, -0.78], [-3.04, -1.68, -0.67], [0.23, -5.74, 0.79], [1.03, -2.98, -0.67], [2.22, -7.97, 4.26], [-2.94, 7.83, -4.90], [2.07, -4.27, 1.91], [-0.97, 1.73, -0.59], [-1.17, 8.20, -2.09], [4.93, -2.96, 3.42], [-2.96, 2.08, -1.76], [1.18, -2.82, 0.83], [-0.91, -3.72, -0.06], [1.59, 1.23, 1.03], [-2.25, 1.15, -2.15], [1.35, -0.55, 0.99], [-2.84, 0.83, -1.21], [0.31, -0.57, 0.29], [6.60, -3.27, -4.92], [-4.77, -1.20, 1.32], [-0.33, 0.92, 2.11], [0.40, -0.52, -0.83], [-6.98, -3.59, 3.25], [7.93, 4.04, -3.88], [-4.10, 1.25, 1.94], [1.45, -0.36, -0.70], [-8.02, -10.48, 0.78], [0.76, 3.68, 1.27], [-0.33, 1.17, 0.97], [1.37, 2.23, -0.44], [7.76, 6.95, -1.29], [-1.61, -0.64, 0.41], [-0.67, 1.82, -1.78], [-4.63, 0.58, -6.56], [3.95, -0.47, 5.26], [0.22, 0.22, 1.03], [0.44, 0.15, -0.19], [0.85, 0.12, 0.21], [-0.22, -1.73, 2.20], [-0.48, 0.41, 0.67], [-0.11, -0.78, -0.56], [0.40, -0.24, -0.24], [0.01, 1.63, 1.34], [1.80, 2.43, 2.03], [-0.77, 0.31, -0.90], [2.25, -4.17, 2.45], [-1.19, -0.07, 0.42], [0.52, -1.70, -0.76], [-0.02, -0.87, -1.88], [0.63, 1.31, -1.96], [-2.74, 1.65, -0.17], [-0.48, -0.47, -0.63], [0.19, 4.34, 0.24], [1.83, -3.42, -0.50], [-0.46, 0.72, -0.05], [-0.10, -0.03, -0.26], [-0.55, -0.39, -0.42], [0.36, -0.79, 0.30], [-0.84, -1.61, -0.85], [-0.37, 0.84, 0.13], [0.20, 0.13, 0.05], [-0.18, 0.23, 1.29], [2.01, 0.74, 3.12], [0.42, -1.27, 1.15], [-4.24, 1.28, -0.42], [-2.12, 1.62, 0.84], [-2.58, 1.28, -2.03], [1.20, 0.04, 0.58], [1.65, -1.97, -2.65], [3.06, 1.21, -1.80], [1.00, -2.07, 0.94], [-0.28, -0.93, 0.24]]
}